(1)
{
  "formula": "C16H19BrCoF3NO3S5",
  "method": "the ωB97M-V functional and the def2-TZVPD basis",
  "e_tot_ha": -7148.89554,
  "gap_ha": [0.3103, 0.3042],
  "s_squared": 0.82,
  "spin_multiplicity": 2,
  "largest_force_ev_per_a": 1.277,
  "molar_mass_g_mol": 629.50,
  "elements": ["Co", "C", "C", "S", "C", "C", "S", "C", "C", "S", "H", "H", "H", "H", "H", "H", "H", "H", "H", "H", "H", "H", "F", "C", "F", "F", "S", "O", "O", "O", "Br", "C", "C", "C", "C", "C", "C", "H", "H", "H", "H", "S", "C", "C", "N", "C", "H", "H", "H"],
  "coordinates": [[0.0398, -0.0500, 0.3274], [-1.7467, 2.6259, -1.0009], [-0.3423, 3.0258, -0.5656], [0.9711, 1.8149, -0.8450], [0.8829, 1.5806, -2.6348], [0.8650, 0.1239, -3.0832], [-0.4836, -0.8901, -2.4523], [-1.9339, -0.0047, -3.0610], [-2.9157, 0.2638, -1.9227], [-2.2435, 0.9831, -0.4180], [-1.8562, 2.6454, -2.0852], [-2.4475, 3.3475, -0.5818], [-0.3053, 3.1747, 0.5113], [-0.0628, 3.9640, -1.0478], [1.7679, 2.0581, -3.0562], [0.0121, 2.1193, -3.0047], [1.7624, -0.3963, -2.7456], [0.8424, 0.0889, -4.1733], [-2.4199, -0.6263, -3.8131], [-1.6224, 0.9194, -3.5470], [-3.3542, -0.6782, -1.5878], [-3.7322, 0.9083, -2.2509], [-1.6504, 3.5337, 2.3994], [-1.3071, 2.8483, 3.5127], [-2.3664, 2.8228, 4.3167], [-0.3245, 3.5203, 4.1155], [-0.8015, 1.1477, 3.0782], [-2.0309, 0.6003, 2.5581], [-0.3032, 0.5834, 4.3027], [0.2293, 1.3598, 2.0277], [5.3607, -3.9707, -0.3546], [3.8497, -2.8300, -0.2534], [2.5956, -3.3279, -0.5754], [1.4935, -2.4851, -0.4991], [1.6052, -1.1429, -0.1243], [2.8880, -0.6877, 0.1910], [4.0109, -1.5142, 0.1344], [2.4807, -4.3638, -0.8681], [0.5219, -2.9051, -0.7381], [3.0342, 0.3427, 0.4993], [4.9917, -1.1385, 0.3957], [-0.0875, -2.9912, 3.6762], [-1.4968, -3.1932, 2.7288], [-1.4582, -2.3570, 1.6697], [-0.3233, -1.5760, 1.5982], [0.4754, -1.8112, 2.6019], [-2.2661, -3.8987, 2.9943], [-2.2181, -2.2591, 0.9098], [1.4197, -1.3043, 2.7409]]
}



(2)
{
  "formula": "C16H19ClN2O4S",
  "method": "the ωB97M-V functional and the def2-TZVPD basis",
  "e_tot_ha": -1889.92355,
  "gap_ha": 0.3220,
  "smiles": "CCOc1cc(CNc2ccc(S(N)(=O)=O)cc2)cc(Cl)c1OC",
  "spin_multiplicity": 1,
  "largest_force_ev_per_a": 0.782,
  "molar_mass_g_mol": 370.86,
  "elements": ["C", "C", "H", "H", "O", "C", "C", "C", "C", "C", "C", "O", "C", "H", "H", "H", "Cl", "H", "C", "N", "C", "C", "C", "C", "C", "C", "H", "H", "S", "O", "O", "N", "H", "H", "H", "H", "H", "H", "H", "H", "H", "H", "H"],
  "coordinates": [[0.3713, -3.2553, -1.6299], [0.5045, -1.7535, -1.4327], [0.2130, -1.4786, -0.4100], [1.5457, -1.4439, -1.5996], [-0.3473, -1.1212, -2.3727], [-0.5999, 0.2143, -2.2504], [0.1449, 1.0372, -1.4127], [-0.1367, 2.3850, -1.2597], [-1.1679, 2.9406, -1.9993], [-1.8914, 2.1399, -2.8614], [-1.6507, 0.7694, -3.0060], [-2.4651, 0.1364, -3.8880], [-2.5062, -1.2708, -3.9729], [-2.7478, -1.7242, -3.0095], [-1.5653, -1.6823, -4.3416], [-3.3035, -1.4838, -4.6847], [-3.1669, 2.8341, -3.7892], [-1.4148, 3.9862, -1.9111], [0.6316, 3.2627, -0.2894], [1.6089, 2.5797, 0.5208], [1.2979, 1.5415, 1.3574], [-0.0171, 1.2784, 1.7681], [-0.2838, 0.2095, 2.5976], [0.7463, -0.6030, 3.0309], [2.0540, -0.3479, 2.6624], [2.3298, 0.7167, 1.8331], [3.3466, 0.9179, 1.5270], [2.8310, -1.0072, 3.0138], [0.3880, -1.9923, 4.0665], [-0.9707, -2.4091, 3.8625], [1.4403, -2.9629, 3.9519], [0.4905, -1.3046, 5.6061], [-0.3956, -1.3412, 6.0834], [1.2172, -1.7365, 6.1532], [-1.2914, -0.0265, 2.8998], [-0.8272, 1.8948, 1.4155], [2.5433, 2.5519, 0.1425], [-0.0868, 3.7646, 0.3690], [1.1546, 4.0445, -0.8472], [0.9627, 0.6028, -0.8641], [-0.6573, -3.5633, -1.4649], [0.6588, -3.5275, -2.6419], [1.0126, -3.7726, -0.9227]]
}



(3)
{
  "formula": "C16H19ClN3O7RuS2",
  "method": "the ωB97M-V functional and the def2-TZVPD basis",
  "e_tot_ha": -2663.45145,
  "gap_ha": [0.2942, 0.2312],
  "s_squared": 8.78,
  "spin_multiplicity": 6,
  "largest_force_ev_per_a": 0.494,
  "molar_mass_g_mol": 566.00,
  "elements": ["Ru", "C", "C", "N", "C", "C", "S", "C", "C", "N", "H", "H", "H", "H", "H", "H", "H", "H", "H", "H", "H", "H", "H", "H", "O", "C", "C", "O", "C", "C", "O", "C", "O", "O", "S", "C", "C", "N", "C", "H", "H", "H", "Cl", "C", "C", "O", "O", "H", "H"],
  "coordinates": [[-0.1978, -0.0718, -0.0441], [2.5569, 0.7134, -1.8042], [3.0954, -0.4859, -1.0071], [2.0049, -1.2044, -0.3608], [2.3161, -1.8080, 0.9334], [2.6508, -0.7730, 2.0079], [1.5756, 0.7042, 2.0123], [2.6033, 1.9468, 1.1414], [1.9697, 2.4777, -0.1410], [1.5271, 1.4425, -1.0707], [2.0996, 0.3463, -2.7244], [3.3967, 1.3628, -2.0810], [3.7808, -0.1343, -0.2389], [3.6755, -1.1256, -1.6796], [1.6107, -1.9167, -0.9642], [3.1589, -2.5094, 0.8678], [1.4313, -2.3668, 1.2324], [3.6797, -0.4199, 1.9484], [2.5107, -1.2257, 2.9878], [3.5857, 1.5126, 0.9683], [2.7204, 2.7768, 1.8361], [2.6952, 3.1554, -0.6121], [1.0849, 3.0567, 0.1242], [0.8787, 1.8585, -1.7261], [-4.3849, 3.1545, 3.6557], [-3.6770, 2.4991, 2.9421], [-3.0114, 1.1779, 3.3151], [-3.2547, 0.5036, 4.2809], [-2.0446, 0.8720, 2.2157], [-2.1183, 1.9248, 1.2037], [-1.3463, 1.9874, 0.2265], [-3.2042, 2.8762, 1.5472], [-3.6620, 3.7461, 0.8447], [-1.2621, -0.0796, 2.1502], [-3.0153, -0.2520, -3.6731], [-1.7590, -1.3845, -3.9466], [-0.6949, -1.0872, -3.1635], [-0.8606, 0.0064, -2.3495], [-2.0399, 0.5355, -2.5114], [-1.8711, -2.1993, -4.6419], [0.2299, -1.6438, -3.1347], [-2.3942, 1.3932, -1.9572], [-2.2916, -4.8293, -0.7399], [-2.6964, -3.5034, 0.3798], [-1.8231, -2.2847, 0.1043], [-0.5725, -2.4230, 0.1155], [-2.3936, -1.1895, -0.1045], [-2.5217, -3.8663, 1.3894], [-3.7409, -3.2465, 0.2456]]
}



(4)
{
  "formula": "C16H19ClN4OS",
  "method": "the ωB97M-V functional and the def2-TZVPD basis",
  "e_tot_ha": -1773.17237,
  "gap_ha": 0.3089,
  "spin_multiplicity": 1,
  "largest_force_ev_per_a": 18.264,
  "molar_mass_g_mol": 350.88,
  "elements": ["O", "C", "N", "C", "N", "N", "C", "C", "H", "H", "C", "N", "C", "C", "C", "C", "C", "H", "H", "H", "H", "H", "H", "H", "H", "H", "H", "H", "H", "S", "H", "C", "C", "C", "C", "C", "C", "Cl", "H", "H", "H", "H"],
  "coordinates": [[-5.4008, -1.0008, 1.3605], [-4.1838, -0.9257, 0.8161], [-3.2675, -1.8351, 0.9976], [-2.1068, -2.1245, 0.5108], [-1.2947, -3.0737, 0.9395], [-0.2104, -3.0514, 0.5184], [-0.1487, -2.3612, -0.4137], [1.1257, -2.0968, -1.5536], [0.9694, -1.2727, -2.2341], [1.2966, -3.0956, -2.0006], [2.3713, -1.6885, -0.5940], [2.5234, -0.3874, -0.4127], [4.0353, -0.3707, -0.0956], [4.2415, 1.4051, 0.1780], [3.3025, 1.8660, 1.0987], [1.8023, 1.4727, 1.0271], [1.7852, -0.1690, 0.7953], [0.6839, -0.3061, 0.5573], [2.0792, -0.3962, 1.6408], [1.5461, 2.0279, 0.0826], [1.1509, 1.8357, 1.5995], [3.3014, 3.0619, 1.4432], [3.5866, 1.5738, 2.2508], [3.9148, 1.8352, -0.6408], [5.2660, 1.6911, 0.1272], [4.7294, -0.5566, -0.7943], [4.3255, -0.8640, 0.9590], [3.3139, -2.0527, -1.2526], [2.3110, -2.5510, 0.4042], [-1.5124, -1.3769, -0.8591], [-3.7029, -2.5264, 1.6397], [-3.9058, 0.2306, -0.1083], [-4.5087, 0.6123, -1.1410], [-4.1892, 1.5512, -1.9241], [-3.1702, 2.4255, -1.4545], [-2.4415, 2.4100, -0.2347], [-2.8273, 1.1013, 0.2923], [-2.0388, 0.7744, 2.2200], [-1.7058, 2.8854, 0.1031], [-2.9590, 3.4852, -1.9376], [-4.6026, 1.8312, -2.6611], [-5.4849, 0.0065, -1.2496]]
}



(5)
{
  "formula": "C16H19ClN6O4ReS2",
  "method": "the ωB97M-V functional and the def2-TZVPD basis",
  "e_tot_ha": -2585.38818,
  "gap_ha": [0.2589, 0.2663],
  "s_squared": 0.76,
  "spin_multiplicity": 2,
  "largest_force_ev_per_a": 0.594,
  "molar_mass_g_mol": 645.16,
  "elements": ["Re", "C", "C", "S", "C", "C", "S", "H", "H", "H", "H", "H", "H", "O", "C", "O", "C", "C", "C", "C", "C", "C", "C", "C", "C", "N", "H", "H", "H", "H", "H", "H", "N", "N", "C", "N", "N", "N", "O", "O", "H", "H", "H", "H", "H", "Cl", "C", "H", "H"],
  "coordinates": [[-0.6895, 0.7278, 0.0662], [-0.6276, -3.7067, -1.6085], [-0.5192, -2.2234, -1.4247], [-1.0008, -1.6135, 0.1416], [-0.0819, -1.4138, -2.4088], [0.3769, -1.8276, -3.7735], [-0.1044, 0.2865, -1.9945], [-0.5896, -4.2229, -0.6513], [0.1691, -4.0827, -2.2505], [-1.5809, -3.9478, -2.0855], [1.3058, -2.4003, -3.7190], [0.5640, -0.9489, -4.3876], [-0.3754, -2.4424, -4.2698], [-1.6421, 0.9225, 4.0645], [-1.1488, 0.7659, 2.9701], [-1.7416, 0.9964, 1.8347], [0.2735, 0.2737, 2.8246], [0.9877, -0.0619, 3.9863], [2.2589, -0.5256, 3.8611], [2.8294, -0.6454, 2.5756], [4.1487, -1.1179, 2.3882], [4.6819, -1.2105, 1.1364], [3.9156, -0.8287, 0.0182], [2.6355, -0.3735, 0.1651], [2.0558, -0.2756, 1.4497], [0.7665, 0.1736, 1.6032], [0.4881, 0.0633, 4.9353], [2.8455, -0.8057, 4.7275], [4.7247, -1.4017, 3.2602], [5.6919, -1.5721, 0.9971], [4.3466, -0.8906, -0.9725], [2.0630, -0.0731, -0.6963], [-2.7051, 3.2075, 0.6496], [-3.7465, 2.4994, 0.0506], [-3.4903, 1.6328, -0.9583], [-4.5392, 1.2443, -1.6983], [-2.2532, 1.2151, -1.1597], [-1.8687, 0.7119, -2.4742], [0.7412, 0.9975, -2.9435], [-2.6448, 0.1301, -3.2479], [-2.4449, 2.7822, 1.5348], [-2.9660, 4.1782, 0.7430], [-4.6394, 2.4237, 0.5152], [-5.3384, 1.8524, -1.7442], [-4.3449, 0.6228, -2.4742], [0.7559, 3.2934, 1.5336], [0.6230, 2.3663, -0.0253], [1.6508, 2.1802, -0.3247], [0.1833, 3.0649, -0.7396]]
}